{"formula": "C20H57N3O7", "method": "the ωB97M-V functional and the def2-TZVPD basis", "homo_lumo_gap_ev": 9.762, "energy_ha": -1487.060772, "e_above_lowest_ev": 0.000, "smiles": "COC[C@H](C)N.COC[C@H](C)N.COC[C@H](C)N.CCO.CCO.CCO.CCO", "homo_ev": -9.37, "symbols": ["O", "O", "O", "O", "O", "O", "O", "N", "N", "N", "C", "C", "C", "C", "C", "C", "C", "C", "C", "C", "C", "C", "C", "C", "C", "C", "C", "C", "C", "C", "H", "H", "H", "H", "H", "H", "H", "H", "H", "H", "H", "H", "H", "H", "H", "H", "H", "H", "H", "H", "H", "H", "H", "H", "H", "H", "H", "H", "H", "H", "H", "H", "H", "H", "H", "H", "H", "H", "H", "H", "H", "H", "H", "H", "H", "H", "H", "H", "H", "H", "H", "H", "H", "H", "H", "H", "H"], "coordinates": [[0.51097, 2.52301, -2.91904], [2.26180, 3.73421, 2.82491], [-0.64042, -1.93563, 4.47300], [-2.37370, -2.84759, -2.28334], [3.50413, -3.20539, -0.77346], [-2.44349, 1.54940, 1.75775], [-0.54089, -0.47685, 2.04873], [2.84881, -4.49874, -3.36247], [-5.67340, -3.54368, -3.67275], [2.38968, 6.30648, 0.24234], [1.05479, -3.59953, 4.55214], [2.35105, 4.27424, 1.52304], [-3.47595, -3.41925, -4.87984], [1.41189, -2.55466, -3.76643], [0.61834, -0.85624, 1.28174], [-0.36390, 3.26794, -2.07164], [2.29107, 5.77603, 1.61245], [0.09851, -2.78942, 5.38290], [-1.91334, -2.00238, -1.27095], [2.31787, -2.95462, -1.47578], [2.58300, -3.09627, -2.97435], [-1.60850, 2.44053, -1.77559], [-4.20726, -3.66672, -3.56460], [-2.43534, 3.93641, 1.99340], [0.77841, 0.09790, 0.14076], [1.02643, 6.27343, 2.26579], [-1.66829, 2.64562, 2.22788], [3.35547, -3.02782, 0.60507], [2.39521, 2.32679, 2.79399], [-3.75703, -2.70480, -2.48932], [-2.44649, -2.16186, -0.31752], [-3.19149, 4.08419, 2.76618], [2.56947, -3.68470, 1.00707], [1.80758, -0.01446, -0.22357], [1.92987, -1.94799, -1.25422], [1.45019, -0.83034, 1.99429], [0.16340, -0.14441, -0.72602], [0.11851, 3.54254, -1.12910], [3.50221, -2.53435, -3.15524], [1.42075, 2.68420, -2.65937], [0.64023, 1.14967, 0.38214], [3.14091, -2.00276, 0.92597], [-1.85059, 0.78514, 1.83130], [2.27344, 1.97616, 3.81197], [0.50486, -4.31797, 3.93820], [-0.63760, 4.18719, -2.60112], [3.30769, 3.97628, 1.06761], [3.46201, -4.90115, -2.65241], [-5.88349, -2.56198, -3.84537], [-2.90195, 3.95550, 1.01031], [0.50778, -3.14228, -3.59281], [1.51317, -3.64895, -1.17057], [1.51076, 3.91620, 0.90934], [-1.46251, 2.53171, 3.29839], [-3.89255, -2.58427, -5.45109], [-0.71276, 2.66790, 1.68484], [-1.77182, 4.80417, 2.06226], [-0.58013, -1.05042, 2.82897], [2.24459, 7.31104, 0.24678], [1.98239, -5.01431, -3.19724], [0.49609, -1.88858, 0.93903], [0.63872, -2.14209, 6.07985], [3.34092, 6.20024, -0.09994], [-3.51288, -4.29252, -5.54191], [3.12315, 6.11251, 2.24879], [4.28916, -3.32199, 1.08904], [1.02977, 7.36486, 2.31595], [-2.04084, 2.02838, -2.68436], [-5.96317, -3.99913, -4.53491], [-4.31108, -2.88196, -1.55850], [1.61310, 1.93368, 2.13210], [-2.40976, -3.22494, -4.74397], [0.91599, 5.89123, 3.28146], [-1.30131, 1.59868, -1.15013], [-1.23724, -1.39197, 4.99599], [-0.85624, -2.18916, -1.09312], [-3.96817, -4.67999, -3.23284], [3.36004, 2.05844, 2.34591], [-0.60609, -3.40598, 5.94112], [1.19827, -1.52471, -3.46462], [1.72953, -4.18778, 5.17406], [-2.29293, 3.06365, -1.20251], [-2.06425, -0.92950, -1.47166], [1.63003, -2.95756, 3.88687], [1.62740, -2.53884, -4.83325], [0.11514, 5.96514, 1.74210], [-3.95768, -1.66226, -2.79686]], "atomic_forces_ev_per_a": [[0.101, -0.240, 0.191], [0.175, 0.038, 0.001], [0.057, -0.273, 0.313], [0.191, -0.126, 0.011], [0.156, 0.111, 0.053], [0.198, 0.208, 0.194], [0.060, -0.194, -0.345], [-0.241, -0.004, 0.648], [0.243, 0.042, -0.315], [0.281, 0.109, 0.057], [-0.206, -0.547, -0.146], [-0.069, -0.120, 0.347], [0.392, -0.192, -0.560], [0.079, 0.443, -0.013], [-0.926, 0.219, 1.170], [-0.385, -0.021, -0.375], [0.151, 0.496, -0.086], [-0.076, 0.755, -0.337], [-0.178, 0.452, 0.890], [-0.647, 0.254, -0.377], [0.064, -0.531, 0.419], [0.913, -0.012, 0.323], [-0.133, 0.115, -0.252], [0.226, 0.259, 0.329], [0.956, -0.172, -0.890], [-0.651, 0.044, 0.260], [-0.319, 0.078, -0.355], [0.211, -0.544, 0.720], [-0.302, 0.591, -0.622], [-0.010, 0.342, 0.034], [0.082, -0.235, -0.145], [-0.171, -0.134, -0.174], [-0.048, 0.103, -0.054], [-0.043, 0.209, -0.007], [0.237, -0.011, -0.033], [0.295, 0.047, -0.344], [-0.257, 0.017, 0.207], [0.089, 0.031, -0.059], [-0.077, 0.110, -0.243], [0.000, 0.088, -0.032], [-0.141, -0.072, 0.284], [-0.082, 0.112, -0.372], [-0.150, -0.216, -0.116], [0.109, -0.238, 0.006], [0.004, 0.128, -0.048], [0.006, 0.062, 0.163], [-0.125, -0.092, -0.145], [0.244, 0.159, -0.264], [-0.041, -0.023, 0.119], [-0.043, -0.124, -0.007], [-0.005, -0.063, -0.003], [0.160, -0.095, 0.005], [0.128, -0.049, -0.096], [0.176, 0.028, -0.027], [-0.077, 0.082, 0.233], [0.022, 0.088, 0.114], [0.034, -0.140, -0.014], [-0.007, -0.033, 0.047], [-0.193, -0.056, 0.072], [-0.012, 0.071, -0.320], [0.120, 0.027, -0.123], [0.021, -0.132, 0.079], [-0.077, -0.174, -0.026], [-0.236, 0.026, 0.138], [0.047, -0.105, -0.079], [0.004, 0.010, -0.146], [-0.010, -0.011, 0.002], [-0.198, 0.251, -0.064], [-0.070, -0.152, 0.173], [0.014, -0.073, -0.035], [0.002, -0.319, 0.299], [-0.073, 0.058, 0.223], [0.228, 0.023, -0.005], [-0.246, 0.030, 0.034], [-0.066, 0.022, -0.024], [0.046, -0.071, -0.191], [-0.081, 0.007, 0.107], [0.074, -0.192, 0.307], [0.060, -0.132, 0.019], [-0.038, -0.058, -0.033], [0.068, 0.151, 0.069], [-0.310, -0.184, -0.141], [0.093, -0.159, -0.388], [0.091, 0.057, 0.078], [-0.006, -0.151, -0.018], [0.240, 0.025, -0.249], [-0.122, -0.107, -0.040]], "lowdin_charge": [-0.083, -0.190, -0.104, -0.184, -0.168, -0.095, -0.104, 0.038, 0.028, 0.035, -0.084, -0.227, -0.064, -0.060, -0.292, -0.311, -0.451, -0.279, -0.116, -0.235, -0.430, -0.074, -0.435, -0.075, -0.082, -0.061, -0.322, -0.120, -0.093, -0.230, 0.099, 0.074, 0.090, 0.079, 0.098, 0.104, 0.057, 0.093, 0.140, 0.075, 0.054, 0.072, 0.029, 0.093, 0.082, 0.108, 0.129, 0.066, 0.068, 0.065, 0.075, 0.134, 0.113, 0.113, 0.078, 0.085, 0.051, 0.047, 0.068, 0.068, 0.103, 0.113, 0.070, 0.075, 0.141, 0.092, 0.078, 0.077, 0.068, 0.130, 0.057, 0.067, 0.082, 0.042, 0.096, 0.064, 0.139, 0.092, 0.113, 0.079, 0.079, 0.067, 0.089, 0.068, 0.080, 0.067, 0.135]}